Entry 1:
DFT (ωB97M-V with the def2-TZVPD basis set) results for a cluster of 5 separate species, C36H65N2O17 in total.

```
120
Properties=species:S:1:pos:R:3
C 4.2413 -2.3620 1.5345
C 3.1966 -3.2213 2.2683
C 2.7186 -2.6131 3.5922
C 1.4933 -1.7249 3.5333
O 1.5583 -0.7135 2.4857
C 0.8189 -0.8878 1.3835
C 1.5018 -1.0835 0.1860
N 0.8313 -1.2068 -0.9412
C 1.5134 -1.3570 -2.2446
C 1.4236 -0.0924 -3.1043
C 2.5982 0.8717 -2.9436
C 2.7624 1.4426 -1.5256
N -0.4820 -1.1838 -1.0174
C -1.1761 -0.9820 0.0865
C -2.6643 -0.9908 -0.1184
C -3.2367 -2.4182 -0.2117
C -3.5960 -3.0475 1.1330
C -4.8858 -2.4762 1.6933
O -5.8658 -2.3004 1.0362
O -4.8701 -2.2316 3.0545
C -0.5638 -0.7871 1.3452
C -1.3404 -0.3922 2.5648
C -1.6395 1.1367 2.5470
C -1.5502 1.7234 3.9630
C -0.1310 1.6341 4.4662
O 0.2445 0.9330 5.3641
O 0.7036 2.4222 3.7516
H 5.2458 -2.7393 1.7282
H 4.1183 -2.3695 0.4485
H 4.2228 -1.3245 1.8788
H 2.3428 -3.4596 1.6229
H 3.6588 -4.1814 2.5054
H 2.4362 -3.4261 4.2691
H 3.5530 -2.0962 4.0731
H 1.3764 -1.1778 4.4689
H 0.5929 -2.3332 3.3982
H 2.5804 -1.1242 0.1544
H 1.0397 -2.2042 -2.7367
H 2.5521 -1.6141 -2.0335
H 1.3877 -0.4336 -4.1418
H 0.4771 0.4223 -2.9205
H 2.4175 1.7079 -3.6231
H 3.5183 0.3947 -3.2891
H 3.4875 0.8800 -0.9324
H 3.1088 2.4758 -1.5603
H 1.8041 1.4557 -0.9963
H -2.8576 -0.4917 -1.0694
H -3.1661 -0.3995 0.6504
H -4.1296 -2.3869 -0.8363
H -2.5141 -3.0544 -0.7281
H -3.7766 -4.1160 0.9784
H -2.7968 -2.9779 1.8731
H -4.7242 -1.2936 3.2258
H -0.7535 -0.6016 3.4557
H -2.2726 -0.9534 2.6307
H -2.6183 1.3448 2.1137
H -0.8894 1.6425 1.9355
H -2.2092 1.2112 4.6631
H -1.8445 2.7754 3.9279
H 1.6077 2.1009 3.8853
C -0.1861 5.4762 -0.5512
C 1.3078 5.4715 -0.3136
O 2.0454 5.3343 -1.5414
C 2.1612 6.4622 -2.2566
O 1.7298 7.5397 -1.9452
O 2.8404 6.1788 -3.3639
C 3.0250 7.2844 -4.2648
H -0.4871 4.5868 -1.1081
H -0.7139 5.4866 0.4029
H -0.4859 6.3555 -1.1184
H 1.6074 4.6093 0.2810
H 1.6318 6.3742 0.2024
H 3.4632 8.1336 -3.7469
H 2.0731 7.5670 -4.7102
H 3.6978 6.9175 -5.0335
C 7.0905 -7.6365 5.5527
C 7.0525 -8.0869 4.1099
O 5.9303 -8.9516 3.8509
C 4.7605 -8.3483 3.6851
O 4.5615 -7.1573 3.6938
O 3.8325 -9.2852 3.4961
C 2.5010 -8.7924 3.3404
H 7.0787 -8.4983 6.2200
H 8.0012 -7.0669 5.7381
H 6.2344 -7.0053 5.7873
H 7.9213 -8.6945 3.8669
H 7.0192 -7.2411 3.4238
H 2.4574 -8.0421 2.5531
H 2.1432 -8.3643 4.2757
H 1.8987 -9.6545 3.0718
C -7.3050 0.9703 1.7575
C -8.2066 -0.2416 1.6488
O -9.4515 -0.0352 2.3361
C -10.3445 0.7085 1.6809
O -10.1961 1.1909 0.5868
O -11.4288 0.8239 2.4424
C -12.4721 1.6265 1.8770
H -7.1530 1.2381 2.8048
H -6.3368 0.7487 1.3021
H -7.7355 1.8285 1.2438
H -7.7567 -1.1025 2.1331
H -8.4015 -0.5001 0.6090
H -12.7288 1.2765 0.8798
H -12.1633 2.6694 1.8305
H -13.3200 1.5171 2.5455
C 0.3177 3.8645 -6.7594
C 1.8037 3.7927 -6.4811
O 2.5548 3.5249 -7.6739
C 2.7585 4.5876 -8.4588
O 2.4123 5.7159 -8.2185
O 3.4156 4.1847 -9.5407
C 3.6796 5.2187 -10.4988
H -0.0193 2.9565 -7.2609
H -0.2332 3.9754 -5.8246
H 0.0848 4.7149 -7.3983
H 2.0316 2.9592 -5.8174
H 2.1674 4.7084 -6.0162
H 4.1803 6.0606 -10.0266
H 2.7508 5.5540 -10.9563
H 4.3234 4.7666 -11.2462
```

- HOMO energy: -12.073 eV
- LUMO energy: -0.149 Ha
- 2S+1: 1
- Charge: +1

=====

Entry 2:
DFT (ωB97M-V with the def2-TZVPD basis set) results for a structure of composition C36H66AlCl2FN3O9S in a non-equilibrium geometry.

```
119
Properties=species:S:1:pos:R:3
C -0.3159 -2.8148 4.0542
C 0.5703 -2.0419 2.8647
C -0.0352 -0.5234 2.7354
F -1.1252 -0.3012 3.7432
C -0.6532 -0.1467 1.2610
C -0.2775 1.2756 0.4651
C 0.7683 2.3941 1.0571
C -0.9651 1.6352 -1.0166
C -0.6247 3.0126 -1.8689
C -1.9541 3.9662 -2.1345
C -2.9124 4.1580 -0.8140
S -4.5297 4.9635 -1.4335
N -1.9454 0.6570 -1.6923
O -2.4995 0.8915 -2.9202
C -2.3600 -0.6821 -1.0501
C -3.3794 -1.6756 -1.8635
C -4.9447 -1.1920 -1.8996
C -5.6698 -1.0587 -0.4362
C -5.6817 -2.4545 0.4508
C -7.2803 -0.7273 -0.7433
C -8.0777 -0.1629 0.5931
C -7.3395 1.2024 1.1555
C -6.5281 1.2891 2.4018
C -5.4176 0.2017 2.9236
C -6.8036 2.6043 3.3802
C -1.7333 -1.1221 0.4369
Cl -2.3115 -2.7725 1.1147
H -1.4633 -2.8397 3.8259
H -0.1159 -2.2542 5.0871
H 0.0918 -3.9221 4.2350
H 0.5400 -2.6439 1.8517
H 1.6774 -2.0106 3.2424
H 0.8439 0.2118 3.0702
H 0.2575 3.4491 1.2071
H 1.2939 2.0911 2.0599
H 1.6253 2.5678 0.2452
H -0.1074 2.7241 -2.9044
H 0.1614 3.7173 -1.3225
H -2.5729 3.5509 -3.0490
H -1.5631 5.0464 -2.4568
H -2.4195 4.9613 -0.1035
H -3.1856 3.1504 -0.2686
H -5.1143 5.7140 -0.3758
H -3.3784 1.3566 -2.7976
H -3.3592 -2.7957 -1.5253
H -3.0067 -1.6739 -2.9977
H -5.1333 -0.1992 -2.5135
H -5.5407 -2.0394 -2.4920
H -5.1306 -0.1657 0.1283
H -5.1325 -2.2065 1.4798
H -5.0884 -3.3366 -0.0381
H -6.7767 -2.7738 0.7421
H -7.7877 -1.7801 -0.9868
H -7.4166 -0.0496 -1.6874
H -8.0794 -1.0096 1.4283
H -9.2052 0.1045 0.3082
H -7.4532 2.1672 0.4632
H -4.5059 0.0376 2.2070
H -5.8921 -0.8600 3.1315
H -4.9612 0.5813 3.9567
H -5.8530 3.2881 3.2678
H -6.9611 2.1727 4.4601
H -7.7719 3.1540 2.9601
C 1.1173 1.5801 6.3681
C 1.9126 1.6757 5.0763
N 2.5722 1.7550 4.0045
H 0.6270 2.5352 6.5756
H 0.3557 0.8005 6.2801
H 1.7842 1.3342 7.1991
C 4.9117 -4.8379 -1.0017
C 6.1715 -4.4440 -0.2519
O 6.3127 -3.0180 -0.2015
C 5.5265 -2.3833 0.7050
O 4.7352 -2.9150 1.4672
O 5.7519 -1.0500 0.5971
C 4.9115 -0.2549 1.4299
H 4.8902 -4.3711 -1.9917
H 4.8541 -5.9235 -1.1182
H 4.0134 -4.5019 -0.4739
H 7.0463 -4.8286 -0.7867
H 6.1956 -4.8731 0.7569
H 4.9599 -0.5798 2.4745
H 3.8819 -0.2930 1.0609
H 5.2605 0.7800 1.3759
C 2.5984 1.4584 -7.8579
C 3.3734 2.2441 -6.8018
C 2.8314 2.0523 -5.3662
O 1.6252 2.7718 -5.0906
C 0.4453 2.1397 -5.5616
N 3.3978 3.6630 -7.1840
H 1.6432 1.9240 -8.1137
H 3.1787 1.3981 -8.7873
H 2.4019 0.4352 -7.5220
H 4.4037 1.8680 -6.8142
H 3.5772 2.4510 -4.6689
H 2.7133 0.9909 -5.1183
H 0.5061 1.0497 -5.5003
H 0.2383 2.4552 -6.5862
H -0.3900 2.4760 -4.9403
H 4.0019 4.1663 -6.5331
H 2.4663 4.0453 -6.9944
C 7.2114 -1.0957 4.6004
C 7.6355 -2.1665 3.6482
O 8.6007 -2.8932 4.3846
C 8.3377 -2.6759 5.7064
O 8.8677 -3.2818 6.6228
O 7.4040 -1.6934 5.8687
H 6.1659 -0.8064 4.4629
H 7.8402 -0.2019 4.5317
H 6.8133 -2.8392 3.3823
H 8.0721 -1.7595 2.7320
C 1.2725 -3.1844 -2.2124
O 2.2415 -4.1277 -2.6311
H 1.7714 -2.2391 -1.9859
H 0.5454 -3.0275 -3.0129
H 0.7687 -3.5519 -1.3149
H 1.7695 -4.9554 -2.8247
Cl 2.2948 4.0241 1.6697
Al -1.9052 4.6394 1.6646
```

- HOMO energy: -14.432 eV
- LUMO energy: -0.490 Ha
- 2S+1: 1
- Charge: +3